[1]
# C31H44N4O4S

A single C31H44N4O4S molecule (ωB97M-V with the def2-TZVPD basis set, the OMol25 dataset).

As for the orbital gap: 0.3104 Eh. As for the structure (SMILES): CCN(CC)CCN1C(=O)[C@@H]2[C@@H](C(=O)Nc3cccc(SC)c3)[C@H]3C=C[C@@]2(O3)[C@H]1C(=O)N[C@H]1CCC[C@H](C)[C@@H]1C. The calculation puts the energy at -2125.88763 Eh. As for the highest occupied orbital energy: -0.2901 Ha. For the energy above the lowest of the compared OMol25 structures with the same formula, charge and spin, the calculation gives 0.0000 eV. As for the total charge: 0.

Structure (XYZ):
```
84
Properties=species:S:1:pos:R:3:forces:R:3
C -2.134409 -0.317771 0.242979 0.2 -0.1 -0.1
H 2.635192 -1.509346 -0.060895 0.0 0.1 0.1
C -0.964278 0.273188 1.016363 0.2 0.1 -0.3
C -2.613947 5.882239 0.433850 -0.1 -0.3 0.1
O 0.436886 -2.582336 -0.614982 0.2 -0.4 -0.2
H 6.307988 -2.219204 -2.624012 0.0 -0.1 -0.1
H -6.736000 3.696719 0.522263 0.0 -0.1 0.1
O -2.272532 0.498800 -2.026777 0.2 -0.1 -0.3
H 4.079631 -2.300282 -1.575013 -0.1 -0.1 0.0
H -3.214619 -4.831142 -2.261385 0.0 -0.2 0.0
C -2.919266 -3.527782 0.214422 0.0 0.1 -0.2
C 0.393015 0.285964 2.638514 0.6 0.1 0.1
C 6.676547 0.301031 -0.419493 0.2 0.0 -0.1
C -0.603091 1.730672 1.197698 -0.2 -0.1 0.2
O -0.905107 -0.214088 2.353484 -0.2 -0.4 -0.1
H -1.744331 -6.773244 -1.807159 0.1 -0.1 -0.1
C -2.609518 0.632257 -0.872200 -0.1 -0.3 0.5
C -4.145583 -5.987355 1.705342 -0.1 0.2 -0.3
C -0.237824 -1.642392 -0.245780 0.3 0.6 0.3
C 2.636956 -0.004860 1.295662 -0.6 -0.4 0.0
H -3.252585 -2.106980 -1.394375 0.0 0.0 0.0
H -2.044827 -3.992479 0.696400 0.0 0.1 0.0
H -3.606893 1.673048 0.567662 0.1 -0.2 0.0
C 6.057451 -1.523439 -1.837036 -0.1 0.0 0.0
H -5.029412 5.241986 1.486431 0.0 0.1 0.0
H -2.675728 6.207917 1.469889 0.0 0.1 0.1
N -3.858462 -4.483433 -0.329691 0.0 0.2 0.1
C -1.974083 -6.063327 -1.016139 -0.3 0.1 0.0
C -3.151834 3.951604 -1.135745 -0.1 -0.1 0.0
H -2.759953 5.732639 -2.297353 0.0 0.1 -0.1
H -5.871351 3.483509 -1.755338 -0.1 0.0 -0.1
C -4.891131 4.812793 0.491791 0.1 -0.3 0.2
H -3.039998 3.874476 1.000587 0.0 0.0 0.0
H -2.961596 -0.551042 0.922926 0.0 0.1 0.0
C 9.304883 1.278571 -0.754094 -0.6 -0.1 0.2
H -3.330871 -5.490090 2.225997 0.1 0.0 0.1
N -3.421333 1.603188 -0.419982 -0.3 0.3 0.2
H -4.072189 -6.165282 -1.494426 0.0 0.1 -0.1
C -3.317993 -5.393157 -1.325971 0.1 0.0 -0.1
C -5.445252 2.851212 -0.976177 0.1 -0.1 0.1
C 4.485293 -0.672531 -0.235067 0.4 0.1 -0.1
H -3.769950 -6.901612 1.253964 0.1 -0.1 0.0
H 0.677238 0.109503 3.670871 0.0 0.0 0.0
H 5.181151 0.962924 0.962171 -0.1 0.0 0.1
C 6.999614 -0.592745 -1.429974 0.1 0.1 0.0
H -5.253997 -4.228635 1.153898 -0.1 -0.1 0.0
N 3.210454 -0.769203 0.329717 0.0 -0.3 -0.3
H -1.797315 -3.107302 -1.594580 -0.1 0.1 0.0
O 3.143831 0.937666 1.860264 0.2 0.3 0.2
H -3.013580 6.675144 -0.192422 0.0 0.1 -0.1
H -5.357297 2.829720 1.184771 0.0 0.0 0.1
N -1.577484 -1.538847 -0.305491 -0.4 0.1 0.1
H -5.279934 5.531345 -0.231010 0.0 0.1 0.0
C -4.757339 -5.062260 0.645681 0.0 -0.1 0.1
H -3.446306 -2.946447 0.977184 0.1 0.0 0.0
H -3.299668 4.353829 -3.244943 0.0 0.0 -0.1
C -3.959804 2.645676 -1.275625 0.1 0.1 -0.4
H -0.924892 2.530824 0.562612 0.0 0.3 -0.2
H -4.906107 -6.256321 2.434605 0.0 -0.1 0.1
C -3.441877 4.887418 -2.307968 0.1 -0.1 0.2
C -3.398887 4.585763 0.245260 0.0 0.3 -0.2
H -4.459400 5.265200 -2.281914 -0.1 0.1 -0.1
H -2.091311 3.677835 -1.200233 0.0 0.0 0.0
H 10.007704 2.017203 -0.381448 0.0 0.0 0.0
S 7.777733 1.536939 0.196269 0.2 0.1 0.0
H 1.274440 -1.544397 1.898225 0.0 0.1 -0.1
H -3.837295 2.266522 -2.296259 0.0 0.1 0.2
C 0.282684 1.726951 2.187905 -0.2 0.0 0.1
H 9.691029 0.279635 -0.573929 0.1 0.0 -0.1
H 9.120592 1.447142 -1.811049 0.1 0.0 -0.1
H 7.966375 -0.578571 -1.905464 0.1 0.0 0.0
C 4.809171 -1.572270 -1.252128 0.0 0.0 0.0
H -5.954118 1.885982 -1.017219 0.0 0.0 -0.1
H 0.864325 2.527845 2.594897 0.2 0.3 0.0
C -5.669905 3.505833 0.384607 -0.1 0.2 -0.2
C -2.412342 -2.568324 -0.872374 -0.1 -0.3 0.1
H -1.565220 5.736085 0.184840 0.2 0.1 0.0
H -1.169564 -5.333825 -0.974075 0.2 0.1 0.0
C 0.297639 -0.363142 0.366110 -0.3 -0.3 0.0
C 1.227436 -0.498547 1.577275 -0.1 0.1 0.2
H 0.718282 0.264008 -0.423621 -0.1 -0.1 0.0
C 5.420210 0.263484 0.178739 0.0 0.1 0.1
H -2.003857 -6.600389 -0.072290 0.1 -0.1 0.1
H -5.525096 -5.612295 0.093537 0.0 0.1 0.1
```
Positions in Å, forces in eV/Å.


[2]
# C4H18NO4

4 unconnected molecules or ions with the total composition C4H18NO4 in a non-equilibrium geometry (ωB97M-V with the def2-TZVPD basis set, the OMol25 dataset).

As for the orbital gap: 0.3911 Eh. The calculation puts the energy at -518.66612 Eh. As for the highest occupied orbital energy: -0.4962 Ha. For the energy above the lowest of the compared OMol25 structures with the same formula, charge and spin, the calculation gives 0.7468 eV. As for the total charge: +1.

Structure (XYZ):
```
27
Properties=species:S:1:pos:R:3:forces:R:3
H -1.626027 -0.624029 -1.565964 1.4 0.9 -0.2
H 1.995554 0.670244 0.755435 0.0 0.6 -0.1
H 0.663320 4.053033 0.488151 -0.1 -0.2 -0.3
H 1.181616 1.100781 3.500680 0.4 -0.5 -0.7
C -0.488484 0.380228 -0.132917 0.1 -0.9 1.1
O 0.407385 3.126695 0.358557 0.2 0.6 0.4
H -1.401404 0.952485 0.096954 0.7 0.2 -0.6
H -2.780382 0.392843 -3.605576 -0.1 -0.1 0.1
H -1.022060 -0.429102 1.849440 0.8 -0.3 -1.6
H -0.493694 0.382519 -2.233199 0.1 -0.2 0.1
H 1.745715 -1.660499 0.972642 -1.2 -0.2 -0.1
N -0.627005 -0.270643 -1.460398 -1.9 -0.2 0.1
O 1.046951 1.145092 2.540380 -0.6 0.9 -0.5
O -2.795963 -0.171012 -2.819277 -1.1 0.0 -0.3
C 1.760365 0.226283 1.710970 0.7 -0.4 2.1
H 0.539237 2.769154 1.247765 0.0 -0.3 0.1
H -0.883233 -1.645225 0.559649 -0.2 -0.3 -0.1
C -0.410710 -0.744262 0.926736 -0.5 0.3 1.8
H -0.081170 -1.136596 -1.562097 0.6 0.2 -0.1
O 0.527096 -2.642833 -1.645498 1.0 -3.3 -1.9
H 0.447004 -3.413382 -2.312523 -0.9 1.9 1.0
H 2.729561 0.036509 2.211824 -0.3 -0.2 -0.5
H 0.427994 0.978432 -0.138655 -0.8 0.1 -0.1
H 0.885985 -1.485339 2.553754 -0.2 -0.1 -1.1
C 0.970115 -1.067596 1.516649 1.6 0.7 0.8
H 1.410186 -2.957375 -1.395167 0.2 0.9 0.8
H -3.738674 -0.328457 -2.634442 0.4 0.1 -0.2
```
Positions in Å, forces in eV/Å.


[3]
# C5H6LiLuO4

A molecular structure, C5H6LiLuO4 in a non-equilibrium geometry (ωB97M-V with the def2-TZVPD basis set, the OMol25 dataset).

As for the orbital gap (alpha / beta): 0.1940 / 0.1938 Eh. The calculation puts the energy at -1737.47046 Eh. As for the highest occupied orbital energy (alpha / beta): -0.3860 / -0.3904 Ha. For the energy above the lowest of the compared OMol25 structures with the same formula, charge and spin, the calculation gives 10.9136 eV. As for the total charge: +1. The spin multiplicity is 2. As for the expectation value of S²: 0.793.

Structure (XYZ):
```
17
Properties=species:S:1:pos:R:3:forces:R:3
C 1.016213 -0.369158 -0.678185 -2.2 5.2 1.6
C -0.584984 0.621784 -0.447825 -3.0 -2.8 3.9
H 0.889328 -0.689606 1.385455 0.6 -1.9 -0.2
H -1.206959 0.930960 0.419621 -0.4 -1.6 1.8
C 1.629398 -0.667088 0.564366 1.8 3.8 0.4
Lu 3.953957 1.255176 -0.389147 -0.5 -0.6 0.7
H 1.156696 0.243098 -2.658865 0.3 -0.4 -0.1
H 0.625656 1.671926 -2.045399 0.0 0.1 1.6
O -1.508582 -0.329937 -1.010437 2.9 1.8 -2.9
H 1.760032 -1.582872 -0.524795 -1.0 -0.1 0.2
O 2.805597 -0.070814 0.919917 -1.2 -1.1 -1.7
O -3.517651 -1.033315 -1.567364 0.6 0.7 0.2
C 0.937046 0.687137 -1.674110 3.4 -3.2 -3.5
H -0.162686 1.585309 -0.112279 0.6 0.6 -2.7
Li -4.963604 -0.743553 -0.286868 0.6 0.0 -0.1
O -3.230912 -0.155144 0.433781 0.2 0.8 -0.1
C -2.803474 -0.448099 -0.711246 -2.6 -1.3 0.9
```
Positions in Å, forces in eV/Å.


[4]
# C3H9N5

A molecular structure, C3H9N5 in a non-equilibrium geometry (ωB97M-V with the def2-TZVPD basis set, the OMol25 dataset).

As for the orbital gap: 0.2811 Eh. The calculation puts the energy at -393.20322 Eh. As for the highest occupied orbital energy: -0.2762 Ha. For the energy above the lowest of the compared OMol25 structures with the same formula, charge and spin, the calculation gives 8.4435 eV. As for the total charge: 0.

Structure (XYZ):
```
17
Properties=species:S:1:pos:R:3:forces:R:3
H -0.133618 2.806462 -0.191447 3.3 -3.8 -0.8
H -0.646980 2.365777 -1.753294 0.0 1.9 -1.4
N 0.591844 1.777651 -0.367217 -0.8 4.2 2.9
N 1.179505 1.516422 0.988874 -3.1 4.4 0.5
C -0.400944 0.918565 -0.809038 -2.4 0.5 -3.3
H 1.683346 2.708400 1.088304 -2.3 -4.8 0.6
N -0.594308 -2.778038 0.055455 3.0 -4.3 -4.8
C -0.788909 -0.410293 -0.432743 -3.4 -0.5 -2.2
H 0.032849 1.335899 1.579153 4.3 1.5 -1.0
H -0.953129 -3.129110 -1.008410 0.1 2.4 3.6
H 0.953397 -0.155675 1.407117 -0.1 -1.3 -0.9
C -0.124141 -1.457682 0.111940 -2.7 4.2 -1.6
N -1.074295 1.479604 -1.833184 0.6 -2.5 2.6
H 0.902795 -1.980263 1.419162 1.6 1.8 0.8
H 0.337584 -3.400552 -0.253887 -2.2 1.8 2.1
N 0.869740 -1.062134 0.902263 2.1 -5.2 2.4
H -1.834735 -0.535033 -0.903049 2.0 -0.4 0.5
```
Positions in Å, forces in eV/Å.


[5]
# C9H11O2

2 unconnected molecules or ions with the total composition C9H11O2 in a non-equilibrium geometry (ωB97M-V with the def2-TZVPD basis set, the OMol25 dataset).

As for the orbital gap (alpha / beta): 0.3593 / 0.2045 Eh. The calculation puts the energy at -499.92114 Eh. As for the highest occupied orbital energy (alpha / beta): -0.3302 / -0.3299 Ha. For the energy above the lowest of the compared OMol25 structures with the same formula, charge and spin, the calculation gives 0.9743 eV. As for the total charge: 0. The spin multiplicity is 2. As for the expectation value of S²: 0.754.

Structure (XYZ):
```
22
Properties=species:S:1:pos:R:3:forces:R:3
C -0.359225 -0.500359 1.554696 1.4 2.0 0.0
H 2.821579 2.683312 -3.123819 1.1 0.0 -0.8
O 0.641367 2.911300 -0.841458 1.2 -1.6 0.1
H 1.156828 -1.012615 -1.382395 -0.1 -0.5 -0.2
C -1.473335 -2.306139 0.380437 0.5 0.1 0.3
C -2.407948 -1.515019 2.570293 -1.4 1.1 -2.1
C 0.461637 -1.181402 -0.569357 0.1 -0.6 0.1
C 1.653015 2.463683 -1.390809 -2.7 1.9 1.3
H -2.256634 -3.078075 0.353157 0.4 0.5 0.0
H -0.390725 -2.877452 -1.531700 -0.8 0.9 1.9
H -3.423754 -1.371205 2.086086 0.9 -0.4 0.7
C 2.167505 3.263284 -2.527964 -0.1 0.5 0.0
C -1.384142 -1.389321 1.458712 -0.9 -1.5 0.5
H 1.270515 3.535009 -3.094343 0.3 0.0 0.1
O 2.367370 1.450644 -1.026371 0.2 -0.2 -0.1
H -2.386231 -2.438140 3.075302 0.1 -1.4 0.4
H -0.365440 0.223652 2.393505 0.2 -0.7 -0.5
C -0.501000 -2.212335 -0.584699 0.7 -0.6 -2.8
H -2.334648 -0.763276 3.314851 0.3 0.9 0.6
H 1.540237 0.329779 0.396049 -2.1 -1.0 1.2
H 2.590211 4.158672 -2.030033 0.1 -0.5 -0.7
C 0.612819 -0.373998 0.519860 0.6 0.9 0.0
```
Positions in Å, forces in eV/Å.


[6]
# C4H4F3N

A single C4H4F3N molecule in a non-equilibrium geometry (ωB97M-V with the def2-TZVPD basis set, the OMol25 dataset).

As for the orbital gap: 0.3572 Eh. As for the structure (SMILES): CC1=N[C@@H]1C(F)(F)F. The calculation puts the energy at -509.02816 Eh. As for the highest occupied orbital energy: -0.3332 Ha. For the energy above the lowest of the compared OMol25 structures with the same formula, charge and spin, the calculation gives 2.7413 eV. As for the total charge: 0.

Structure (XYZ):
```
12
Properties=species:S:1:pos:R:3:forces:R:3
H -2.575381 -1.110668 0.339849 1.4 1.7 -1.6
F 2.370382 -0.846689 -1.101869 0.8 -1.0 -1.7
N -0.208286 1.448295 -0.103163 -0.7 -1.1 0.3
H -3.135391 0.378618 -0.391643 -0.4 1.3 0.8
H -2.231921 -0.372206 -1.455715 0.7 -0.7 1.4
F 2.551559 -0.988027 1.056164 0.7 0.1 -0.6
H 0.625461 0.257121 1.540543 0.5 0.1 -1.6
C -2.230752 -0.191548 -0.326254 -2.4 -2.3 -1.0
C 2.259429 -0.204772 -0.001657 -5.8 1.4 2.4
C -1.029968 0.489649 0.029650 6.2 -0.2 -0.1
C 0.624280 0.249293 0.401717 -1.7 0.5 1.9
F 2.980585 0.890932 0.012382 0.9 0.2 -0.1
```
Positions in Å, forces in eV/Å.


[7]
# C4H8O3

2 unconnected molecules or ions with the total composition C4H8O3 in a non-equilibrium geometry (ωB97M-V with the def2-TZVPD basis set, the OMol25 dataset).

As for the orbital gap: 0.3858 Eh. As for the structure (SMILES): O=CCC(=O)CO.[H][H]. The calculation puts the energy at -382.84466 Eh. As for the highest occupied orbital energy: -0.3854 Ha. For the energy above the lowest of the compared OMol25 structures with the same formula, charge and spin, the calculation gives 3.2697 eV. As for the total charge: 0.

Structure (XYZ):
```
15
Properties=species:S:1:pos:R:3:forces:R:3
C 0.127205 0.514558 0.872520 0.0 0.3 0.2
H 1.436983 -0.969579 0.059348 -0.3 0.0 -0.4
H 1.756097 0.714694 -0.483380 -0.3 -0.2 -0.2
H -0.987346 -1.243115 1.097978 0.0 0.1 0.3
H 1.274067 -1.604427 -2.176692 0.9 -0.6 -0.5
C -0.488479 -0.522139 1.770918 0.2 -0.1 -0.1
H -0.195949 0.786145 -1.953899 0.1 0.2 -0.2
H -1.343953 1.009837 2.486316 -0.1 -0.1 0.1
C -0.100116 -0.121967 -1.348484 -0.7 0.5 0.5
O -1.347927 0.060296 2.694497 -0.2 0.1 0.0
H 0.328472 -1.058200 2.276422 -0.1 0.0 -0.1
O -0.138847 1.691740 0.990161 0.1 -0.4 0.0
O -0.909034 -1.005272 -1.470546 -0.3 0.7 0.6
H 0.589084 -1.849011 -2.109192 0.7 -0.8 -0.5
C 0.980352 -0.024988 -0.257690 -0.2 0.1 0.1
```
Positions in Å, forces in eV/Å.